Below is a 7-piece molecular cluster, C46H39BF3N6O28 overall, with properties calculated with ωB97M-V with the def2-TZVPD basis set.

Cartesian coordinates (Å):
F: 3.9811 3.1611 -1.0870
F: 2.3918 2.6903 -4.7294
F: 1.1090 0.3092 -4.9908
O: -2.3008 -9.7941 -0.0336
O: 0.4862 3.4166 -7.1667
O: -1.8696 7.3784 -1.9640
O: 1.2770 11.3541 1.2552
O: 1.9847 -4.0242 3.8071
O: 0.1864 -5.8430 -0.5938
O: 2.2632 0.4927 1.1054
O: 2.3612 0.6681 3.6823
O: -4.0261 -7.9198 5.8563
O: 1.2280 13.9382 1.5057
O: -0.3201 -5.0449 5.5104
O: -3.7576 -8.7267 3.4161
O: -0.4587 -10.8658 1.4449
O: 4.1253 -13.0741 7.3108
O: -1.7610 10.7749 4.7917
O: -7.5471 2.6640 -8.2865
O: -4.6944 4.5017 -5.0211
O: 2.0753 -6.9585 0.7994
O: 2.3751 -11.6441 2.3453
O: 5.1666 -11.0469 6.0832
O: -1.8657 13.3470 4.9979
O: -2.7708 3.2242 -6.1207
O: -2.1051 7.3925 -4.3571
O: -5.5970 1.3398 -9.3630
O: 1.8149 -4.1826 1.2893
O: -0.1255 -5.7675 3.0375
O: 1.2980 -13.6305 3.5932
O: -0.7445 0.6732 -3.8296
N: 1.5787 4.8704 -3.1789
N: -0.3917 1.7327 -5.8575
N: 0.7850 5.8875 -2.6835
N: 1.4444 8.6333 -3.1630
N: 1.2074 3.3277 -4.9760
N: -0.2933 4.9905 -4.3699
C: 2.8621 4.5150 -2.5843
C: 3.8501 -11.2154 4.1284
C: -2.8901 -7.8240 3.8290
C: 1.0716 9.1896 -0.8427
C: -5.0268 3.7644 -6.0750
C: 1.7124 2.5154 -1.4597
C: 1.0878 -7.6583 0.6577
C: 4.2910 -11.6073 5.4498
C: 3.6328 -12.7985 6.1157
C: -3.0962 -7.3977 5.2704
C: -6.4800 2.8265 -7.7339
C: -1.1752 -7.7494 -0.4123
C: -4.0517 2.1858 -7.8148
C: 1.9925 -2.9693 1.7541
C: 2.1978 -0.5903 1.6727
C: 2.8636 -11.9113 3.5459
C: -2.1934 -6.4264 5.8470
C: -1.2126 -5.9218 5.0833
C: 0.9271 -8.9818 1.2138
C: 2.0449 -2.9325 3.2717
C: -1.1104 12.9606 4.1273
C: 2.1562 -1.6589 3.9413
C: 2.7092 3.6436 -1.3285
C: -3.8527 3.0291 -6.6764
C: 0.4183 2.8363 -6.1397
C: -0.0454 -7.0692 -0.1620
C: -0.0826 0.8963 -4.7765
C: 1.1362 6.7630 -1.5708
C: 0.8678 4.3604 -4.1921
C: 2.2369 -0.5524 3.1884
C: 2.1919 -13.0906 4.2195
C: 2.0748 -1.8566 1.0038
C: -1.3248 -9.0843 0.1270
C: -0.3186 13.8155 3.2706
C: -0.2068 -9.6543 0.9719
C: -0.3185 5.9301 -3.4255
C: 0.5454 11.7523 2.1493
C: -0.2287 10.8957 3.0138
C: 2.6441 -13.4922 5.5324
C: -5.2945 2.0799 -8.3246
C: 0.4642 13.2520 2.3394
C: -1.9147 -7.3126 3.0617
C: -1.0111 11.4569 3.9497
C: -1.0328 -6.3252 3.6326
C: -6.2647 3.6685 -6.5722
C: 1.2355 8.2339 -1.9853
B: -1.5199 6.9624 -3.2313
H: 2.0843 6.4435 -1.1380
H: 1.6861 13.2846 0.9430
H: 1.6599 -12.2958 2.1870
H: -7.1115 4.1896 -6.1494
H: 4.3339 -10.3729 3.6545
H: 1.5278 7.8748 -3.8403
H: -0.3833 14.8851 3.4102
H: 0.0532 9.1096 -0.4497
H: -1.9866 -7.3403 -0.9976
H: -1.3466 -11.1124 1.1146
H: 1.7218 -9.3947 1.8168
H: 1.7606 8.9698 -0.0242
H: 2.0316 -1.8724 -0.0759
H: 3.3824 5.4451 -2.3465
H: 1.2436 10.2048 -1.1937
H: -0.1533 9.8254 2.8841
H: 1.7629 -4.7948 2.0582
H: 0.6949 2.9106 -1.3982
H: 0.3787 6.6537 -0.7926
H: 1.8395 1.9842 -2.4062
H: -3.7307 4.3702 -4.9140
H: 1.8572 1.8105 -0.6395
H: -6.5575 1.4490 -9.5233
H: 1.0622 -5.5793 -0.2427
H: 2.4046 1.2675 2.9116
H: -1.3869 1.9946 -5.8529
H: -3.2040 1.6631 -8.2358
H: 2.1939 -1.6390 5.0213
H: 4.8239 -12.4099 7.4785
H: -4.3476 -8.9079 4.1767
H: 0.3059 -4.8755 4.7742
H: -2.3338 -6.1454 6.8810
H: 2.4244 4.2830 -0.4845
H: -2.7437 8.0982 -4.1832
H: -2.3842 6.7556 -1.4400
H: 3.4722 4.0002 -3.3215
H: 2.1690 -14.3413 6.0025
H: -1.7683 -7.6018 2.0305
H: -2.2181 11.4377 5.3506

Its HOMO-LUMO gap is 0.25061 hartree. The net charge is +1. Its LUMO energy is -3.8 eV. As for the total energy: -4535.8044 a.u.

Results of the Mulliken charge analysis, in e, for atoms 1 through 8:
1 F -0.379
2 F -0.205
3 F -0.236
4 O -0.649
5 O -0.398
6 O -0.499
7 O -0.628
8 O -0.709